C6H10O | wB97M-V/def2-TZVPD

Computed properties:
- E_tot (eV) = -8427.5789
- charge = 0
- LUMO (hartree) = 0.00888
- gap between HOMO and LUMO (eV) = 7.77
- molar mass (g mol⁻¹) = 98.14
- spin multiplicity = 1

Each atom is followed by the atoms it is bonded to, with distances in Å.
Cartesian coordinates (Å):
1 C -2.39672 0.02696 -0.70933  O2 1.433, H8 1.091, H9 1.092, H10 1.087
2 O -1.59967 -0.16352 0.46650  C1 1.433, C3 1.308
3 C -0.29230 -0.11395 0.47640  O2 1.308, C5 1.498, C6 1.401
4 C 2.03865 -0.02169 -0.40039  C6 1.520, H11 1.095, H12 1.097, H13 1.091
5 C 0.23144 -0.61366 1.78765  C3 1.498, H14 1.091, H15 1.094, H16 1.089
6 C 0.56975 0.34725 -0.52757  C3 1.401, C4 1.520, C7 1.392
7 C 0.01184 1.23174 -1.44690  C6 1.392, H17 1.109
8 H -1.94462 -0.48797 -1.55772  C1 1.091
9 H -3.36623 -0.39727 -0.44152  C1 1.092
10 H -2.44421 1.08363 -0.95810  C1 1.087
11 H 2.20119 -1.10059 -0.30387  C4 1.095
12 H 2.55169 0.44841 0.44716  C4 1.097
13 H 2.55407 0.29656 -1.30764  C4 1.091
14 H 1.02460 0.03573 2.16253  C5 1.091
15 H 0.66366 -1.61016 1.65496  C5 1.094
16 H -0.57173 -0.67665 2.52032  C5 1.089
17 H 0.83909 1.72706 -1.99508  C7 1.109